DFT (ωB97M-V/def2-TZVPD) results for a structure of composition C28H55N7O14S2Zn.

Atoms and positions in Å:
C1 -5.9247 -2.0143 4.6337
N1 -4.7986 -2.4653 3.7923
C2 -4.6890 -3.7433 3.3354
C3 -3.7206 -4.0985 2.4591
C4 -2.5921 -3.2617 2.2830
C5 -2.7517 -1.9314 2.6715
C6 -3.8366 -1.5815 3.4674
C7 -1.4520 -3.6577 1.4225
C8 -0.9683 -2.7387 0.4955
C9 0.1146 -3.0693 -0.2638
N2 0.7318 -4.2637 -0.1337
C10 0.3025 -5.1317 0.7909
C11 -0.7829 -4.8646 1.6219
C12 1.9582 -4.5302 -0.9272
H1 -6.3941 -2.8354 5.1643
H2 -6.6793 -1.5298 4.0122
H3 -5.5390 -1.2324 5.2822
H4 -5.5747 -4.3349 3.5280
H5 -3.7925 -5.0572 1.9632
H6 -2.0487 -1.1483 2.4065
H7 -4.0572 -0.6057 3.8775
H8 -1.4352 -1.7846 0.2714
H9 0.5900 -2.3966 -0.9696
H10 0.8254 -6.0782 0.8041
H11 -1.0612 -5.6499 2.3088
H12 2.5180 -5.3834 -0.5394
H13 2.6883 -3.7615 -0.6723
H14 1.7003 -4.6442 -1.9738
C13 -4.4212 0.1142 0.5745
C14 -4.6189 1.3505 -0.2550
O1 -5.6121 1.6442 -0.8189
N3 -3.4066 2.2005 -0.4379
H15 -2.5465 1.6438 -0.3917
H16 -3.4021 2.5395 -1.4485
C15 -3.2974 3.1942 0.6970
H17 -3.8913 0.3646 1.4899
H18 -3.9551 -0.6267 -0.0741
H19 -5.4333 -0.2070 0.8244
H20 -3.5657 2.6753 1.6110
H21 -3.9731 4.0091 0.4535
H22 -2.2707 3.5442 0.6697
C16 5.1850 0.9233 3.8527
C17 4.0544 1.2965 2.9312
O2 3.9580 2.2842 2.2962
N4 2.7837 0.4611 2.8892
H23 2.3270 0.9111 2.0684
H24 3.0168 -0.4793 2.5704
C18 1.9414 0.6298 4.1286
H25 5.3752 -0.1569 3.8028
H26 4.9312 1.0679 4.9007
H27 6.0860 1.3574 3.4300
H28 0.9027 0.3847 3.9352
H29 1.9878 1.7046 4.3044
H30 2.3887 0.0289 4.9141
Zn1 -0.0337 1.4911 -2.4578
S1 -0.1318 0.9628 0.1003
O3 -0.6090 2.1747 -0.5873
O4 0.3687 0.1351 -1.0512
O5 0.9448 1.2497 1.0576
O6 -1.3172 0.3922 0.7173
S2 -2.1266 2.4853 -3.5842
O7 -2.3383 2.5216 -5.0126
O8 -3.2778 3.0656 -2.8697
O9 -1.8582 1.1067 -3.1064
O10 -0.8081 3.0599 -3.2995
O11 0.5218 3.0977 4.3929
C19 0.4117 4.0452 3.6161
N5 0.5916 3.7811 2.2767
C20 0.3726 5.4874 4.0291
H31 0.3317 4.5439 1.6699
H32 0.7020 2.8480 1.8995
H33 1.3797 5.8716 4.1749
H34 -0.1961 5.5917 4.9503
H35 -0.1250 6.0886 3.2667
O12 3.3879 -0.9871 -3.0365
C21 3.8116 -1.1632 -1.9124
N6 2.9905 -1.0207 -0.8363
C22 5.1330 -1.8071 -1.6097
H36 3.3246 -1.3021 0.0654
H37 2.0401 -0.6538 -0.9579
H38 5.1097 -2.8485 -1.2562
H39 5.7583 -1.2283 -0.9314
H40 5.7416 -2.0976 -2.4716
C23 1.8130 4.0350 -1.7294
O13 1.5864 2.7827 -2.3471
C24 2.6261 2.3571 -3.2399
C25 1.8952 1.7214 -4.4314
N7 1.1042 0.5521 -3.9347
C26 0.3135 -0.1146 -4.9846
C27 -0.1934 -1.4490 -4.3846
O14 0.8144 -2.4509 -4.3789
C28 1.2589 -2.9551 -5.6134
H41 0.8710 4.4508 -1.3629
H42 2.1041 4.7888 -2.4613
H43 2.4436 3.9397 -0.8440
H44 3.3281 1.7055 -2.7175
H45 3.1623 3.2229 -3.6339
H46 2.6414 1.2882 -5.1087
H47 1.3706 2.4966 -4.9828
H48 1.7903 -0.1506 -3.6330
H49 0.9647 -0.3357 -5.8359
H50 -0.4659 0.4961 -5.4401
H51 -1.0515 -1.8481 -4.9338
H52 -0.4762 -1.2557 -3.3503
H53 1.7513 -2.1296 -6.1327
H54 0.4600 -3.2903 -6.2895
H55 1.9132 -3.8145 -5.4950

The spin multiplicity is 1. As for the net charge: +2.

=====

DFT (ωB97M-V/def2-TZVPD) results for a cluster of 11 separate species, C28H55N9O6 in total.

Atoms and positions in Å:
C1 -6.3875 -4.2698 32.2078
N1 -6.0136 -5.5449 31.6934
C2 -4.5965 -5.8129 31.5316
C3 -6.9322 -6.4466 31.2846
O1 -6.6855 -7.5046 30.7111
H1 -7.4655 -4.2720 32.3699
H2 -6.1653 -3.4323 31.5356
H3 -5.8396 -4.0496 33.1271
H4 -4.2179 -5.0987 30.8022
H5 -4.0939 -5.6185 32.4763
H6 -4.4610 -6.8568 31.2885
H7 -7.9638 -6.1663 31.5532
C4 -1.7571 -8.7008 37.3174
N2 -1.2926 -8.2209 36.0142
C5 -0.1478 -7.3119 36.0717
C6 -1.8213 -8.7777 34.9018
O2 -1.7364 -8.3538 33.7778
H8 -2.4459 -7.9786 37.7618
H9 -0.9121 -8.7273 38.0153
H10 -2.1141 -9.7271 37.2659
H11 0.7105 -7.7397 36.5928
H12 0.1546 -7.0798 35.0466
H13 -0.4117 -6.3503 36.5210
H14 -2.4183 -9.6702 35.1411
C7 -1.3033 -4.3872 29.3455
N3 -0.7056 -5.3777 30.2175
C8 0.3934 -6.0770 29.6207
C9 -1.0839 -5.4490 31.5016
O3 -1.7431 -4.5886 32.0785
H15 -2.1797 -3.9583 29.8352
H16 -1.7004 -4.8028 28.4209
H17 -0.5927 -3.5794 29.1744
H18 -0.0035 -6.8046 28.9083
H19 0.9743 -5.3810 29.0169
H20 0.9871 -6.6673 30.3150
H21 -0.6702 -6.3329 32.0198
C10 -0.7200 -10.9444 25.1022
N4 0.1409 -9.8241 24.9296
C11 0.4652 -9.0575 26.1224
C12 0.6834 -9.5254 23.7229
O4 1.5448 -8.7125 23.5329
H22 -0.8859 -11.4653 24.1637
H23 -1.6795 -10.6548 25.5394
H24 -0.2709 -11.6508 25.8115
H25 1.0041 -9.7381 26.8049
H26 1.2618 -8.3402 25.9429
H27 -0.3934 -8.6316 26.6263
H28 0.2162 -10.1159 22.9149
C13 -3.1642 -7.6437 28.1020
C14 -3.9328 -8.7653 27.4105
C15 -5.1732 -9.2948 28.0745
O5 -3.6134 -9.1111 26.3164
H29 -3.7898 -7.2879 28.9227
H30 -3.0503 -6.8898 27.3318
H31 -2.2533 -8.0526 28.5381
H32 -5.3363 -10.3407 27.8266
H33 -6.0299 -8.7007 27.7461
H34 -5.1337 -9.1404 29.1507
C16 -1.3856 -6.6095 24.5281
C17 -0.3334 -5.9505 25.3934
C18 0.6660 -5.0560 24.7311
O6 -0.3229 -6.1211 26.5804
H35 -1.1583 -6.5501 23.4689
H36 -2.3082 -6.0387 24.6923
H37 -1.5614 -7.6250 24.8737
H38 0.8638 -5.2232 23.6765
H39 1.6141 -5.0322 25.2714
H40 0.3167 -4.0185 24.8240
C19 2.9128 -3.1874 27.0849
C20 1.5429 -2.7692 26.9840
N5 0.4537 -2.4011 26.9035
H41 3.4321 -2.4907 27.7434
H42 3.3769 -3.1515 26.1031
H43 2.9992 -4.1813 27.5138
C21 4.9823 -8.5831 30.4654
C22 4.6987 -9.3624 31.6501
N6 4.4745 -9.9676 32.5845
H44 4.4849 -7.6189 30.5126
H45 4.5924 -9.0957 29.5921
H46 6.0593 -8.4602 30.3644
C23 -2.9489 -4.8978 34.8751
C24 -3.3714 -3.5397 34.6808
N7 -3.6873 -2.4713 34.5534
H47 -3.6641 -5.6489 34.5478
H48 -2.8232 -5.0973 35.9431
H49 -2.0161 -5.0766 34.3522
C25 1.8665 -10.2362 35.0301
C26 1.8977 -9.1170 34.1153
N8 1.9289 -8.2339 33.4065
H50 2.8670 -10.5732 35.3034
H51 1.4170 -11.1231 34.5772
H52 1.3112 -9.9831 35.9326
C27 -1.6769 -10.1162 31.1762
C28 -0.6381 -9.6730 30.2497
N9 0.2220 -9.3740 29.5522
H53 -2.2897 -10.9236 30.7726
H54 -2.4174 -9.3327 31.3288
H55 -1.1236 -10.4083 32.0661

The SMILES is CN(C)C=O.CN(C)C=O.CN(C)C=O.CN(C)C=O.CC(C)=O.CC(C)=O.CC#N.CC#N.CC#N.CC#N.CC#N. The spin multiplicity is 1. As for the net charge: 0.

=====

DFT (ωB97M-V/def2-TZVPD) results for a structure of composition C28H55O2P3Ru.

Atoms and positions in Å:
Ru1 0.8359 0.0816 -0.6092
C1 1.2073 -0.0031 -2.4074
O1 1.4538 -0.0753 -3.5574
C2 1.1640 1.8581 -0.4021
O2 1.3628 3.0062 -0.3030
P1 -2.1803 0.9727 -2.2543
C3 -3.3836 1.7875 -1.1690
H1 -4.1836 2.1412 -1.8427
C4 -1.6670 2.1815 -3.5160
H2 -0.8173 2.6774 -3.0088
C5 -2.9015 -0.5584 -2.8947
H3 -3.1121 -1.1286 -1.9736
C6 2.9320 -2.6667 -0.6178
P2 2.7716 -0.9025 -0.0240
H4 4.0218 -1.4050 1.9737
H5 2.0403 -3.1413 -0.1737
C7 4.3950 -0.0828 -0.5095
H6 5.1499 -0.8746 -0.3597
C8 -1.1473 1.5726 -4.8207
H7 -1.9529 1.0787 -5.3852
H8 -0.3175 0.8758 -4.6595
H9 -0.7679 2.3983 -5.4410
C9 -2.7430 3.2368 -3.8264
H10 -2.3724 3.8726 -4.6406
H11 -2.9628 3.8836 -2.9698
H12 -3.6792 2.7683 -4.1634
C10 -4.2282 -0.3031 -3.6197
H13 -4.9749 0.1761 -2.9722
H14 -4.6382 -1.2711 -3.9410
H15 -4.0902 0.3169 -4.5179
C11 -1.9446 -1.4077 -3.7365
H16 -2.3850 -2.4087 -3.8443
H17 -0.9638 -1.5213 -3.2578
H18 -1.8013 -0.9916 -4.7414
C12 -3.9959 0.8130 -0.1666
H19 -4.6165 0.0501 -0.6503
H20 -4.6355 1.3579 0.5402
H21 -3.2200 0.2945 0.4117
C13 -2.7494 2.9956 -0.4801
H22 -2.0118 2.6789 0.2639
H23 -3.5300 3.5678 0.0377
H24 -2.2414 3.6741 -1.1711
C14 4.1970 -3.3704 -0.1005
H25 4.3687 -3.2441 0.9736
H26 5.0856 -3.0247 -0.6454
H27 4.0881 -4.4468 -0.2935
C15 2.8272 -2.8613 -2.1314
H28 3.6607 -2.3875 -2.6664
C16 2.6782 0.1447 2.6169
H29 1.8832 -2.4827 -2.5353
H30 2.8704 -3.9402 -2.3434
C17 2.0810 -2.2904 2.3373
H31 1.6392 0.1603 2.9895
H32 3.3339 0.1832 3.5004
H33 2.8294 1.0662 2.0430
C18 2.9580 -1.1394 1.8283
H34 2.1509 -2.3534 3.4321
H35 2.3770 -3.2594 1.9216
H36 1.0273 -2.1197 2.0715
C19 4.7629 1.1177 0.3687
H37 4.0188 1.9216 0.2707
H38 5.7279 1.5182 0.0280
H39 4.8710 0.8556 1.4251
C20 4.4382 0.3612 -1.9751
H40 4.1703 -0.4299 -2.6830
H41 5.4656 0.6824 -2.2049
H42 3.7772 1.2234 -2.1442
H43 0.3711 -0.0001 1.3626
H44 -1.0567 0.5917 -1.3925
C21 -1.8900 -1.2881 1.8657
P3 -0.7182 -0.0915 2.5779
C22 -1.3900 1.5921 2.4487
C23 -0.9081 -0.3986 4.3829
C24 -2.2110 -0.2739 4.9149
C25 -2.4313 -0.3345 6.2922
C26 -1.3511 -0.5517 7.1556
C27 -0.0648 -0.7138 6.6353
C28 0.1668 -0.6385 5.2585
H45 -1.7405 -1.3045 0.7763
H46 -2.9269 -1.0397 2.1263
H47 -1.6525 -2.2834 2.2730
H48 -2.4380 1.5822 2.1253
H49 -1.3254 2.0759 3.4327
H50 -0.7663 2.1578 1.7426
H51 -3.0624 -0.1019 4.2481
H52 -3.4415 -0.2044 6.6822
H53 -1.5226 -0.5901 8.2328
H54 0.7741 -0.8902 7.3111
H55 1.1786 -0.7553 4.8654

Its expectation value of S² is 6.04. The spin multiplicity is 5. As for the net charge: +4.

=====

DFT (ωB97M-V/def2-TZVPD) results for a structure of composition C28H56AlF6O21P.

Atoms and positions in Å:
Al1 3.4090 0.3846 0.7967
P1 -0.4528 0.4633 -0.0666
F1 0.0772 1.2883 -1.3546
F2 -1.3912 -0.4937 -0.9947
F3 0.8401 -0.5624 -0.2704
F4 -0.9986 -0.2532 1.3234
F5 0.5806 1.3594 0.8354
F6 -1.6643 1.5413 0.1232
C1 -4.1970 -0.2254 -0.0540
C2 -3.8851 -1.5884 0.4807
O1 -4.5607 -2.4963 -0.3532
C3 -4.3632 -3.8041 -0.2301
O2 -3.5424 -4.3269 0.4894
O3 -5.1311 -4.4246 -1.0802
C4 -4.9580 -5.8842 -1.3479
H1 -3.9282 -0.1782 -1.1093
H2 -3.6565 0.5437 0.4977
H3 -5.2322 0.0194 0.1835
H4 -4.1212 -1.7592 1.5310
H5 -2.8252 -1.8367 0.4245
H6 -5.3825 -6.5129 -0.5652
H7 -3.9057 -6.1658 -1.3081
H8 -5.4185 -6.1908 -2.2871
C5 -0.6714 -0.5369 -4.8045
C6 0.4856 -0.5132 -3.7768
O4 1.5157 -1.4120 -4.1266
C7 2.5547 -1.4500 -3.3209
O5 2.7328 -0.8871 -2.2520
O6 3.4352 -2.1518 -3.9494
C8 4.5221 -2.7773 -3.2862
H9 -1.3237 0.3266 -4.6736
H10 -1.2204 -1.4620 -4.6289
H11 -0.3659 -0.5651 -5.8504
H12 0.0471 -0.7772 -2.8145
H13 0.8432 0.4909 -3.5488
H14 5.0307 -2.1076 -2.5927
H15 5.2956 -3.0961 -3.9848
H16 4.1265 -3.6373 -2.7457
C9 -3.8356 -0.8964 -6.9316
C10 -5.1065 -0.1026 -6.8420
O7 -5.1393 0.3189 -5.4080
C11 -4.2603 1.2294 -5.0292
O8 -3.5941 1.9524 -5.8048
O9 -4.1350 1.2676 -3.6627
C12 -3.3061 2.1484 -2.9242
H17 -3.9543 -1.7298 -6.2392
H18 -2.9068 -0.3277 -6.8882
H19 -3.8848 -1.5401 -7.8099
H20 -5.9453 -0.7682 -7.0457
H21 -5.2397 0.6991 -7.5684
H22 -3.7195 2.2664 -1.9226
H23 -3.3467 3.1096 -3.4367
H24 -2.2398 1.9258 -2.9633
C13 1.1851 5.6086 5.0359
C14 1.8221 4.4308 5.6745
O10 2.2758 3.3610 4.7730
C15 1.4640 2.5075 4.1030
O11 1.8990 1.7291 3.2360
O12 0.1487 2.7153 4.4306
C16 -0.8104 2.0718 3.6898
H25 1.7184 6.1303 4.2412
H26 0.7851 6.3209 5.7575
H27 0.3334 5.1819 4.5061
H28 1.1505 3.9410 6.3796
H29 2.6649 4.6718 6.3222
H30 -1.8524 2.3182 3.8940
H31 -0.7147 0.9891 3.7720
H32 -0.7107 2.2708 2.6228
C17 1.0046 -0.5114 7.2728
C18 0.5324 -1.4357 6.0602
O13 1.2818 -1.1878 4.8376
C19 1.0157 -1.7865 3.6505
O14 1.6317 -1.4892 2.6160
O15 -0.0125 -2.6639 3.7853
C20 -0.4594 -3.3414 2.6761
H33 0.7147 0.5307 7.1390
H34 2.0903 -0.4745 7.3631
H35 0.7024 -0.8368 8.2682
H36 -0.5509 -1.3990 5.9460
H37 0.7527 -2.4756 6.3014
H38 -1.4371 -3.8086 2.7941
H39 0.2312 -4.1571 2.4621
H40 -0.6587 -2.6811 1.8321
C21 5.6647 6.3919 -0.2475
C22 4.1826 6.3686 0.1066
O16 3.7247 5.0093 -0.1387
C23 2.5739 4.5608 0.4748
O17 2.2960 3.4006 0.7740
O18 1.6523 5.5672 0.6872
C24 0.3009 5.2998 1.0957
H41 5.8208 5.9621 -1.2369
H42 6.3890 5.8753 0.3823
H43 6.0091 7.4220 -0.3393
H44 3.5872 6.9777 -0.5735
H45 4.0363 6.6047 1.1606
H46 -0.2035 4.7327 0.3133
H47 -0.2347 6.2261 1.3033
H48 0.2162 4.7835 2.0519
C25 -0.4961 -4.3916 -0.6904
C26 0.7257 -3.5179 -0.7424
O19 1.8782 -4.2996 -0.6372
C27 3.0811 -3.7703 -0.2173
O20 3.2082 -2.6157 0.1985
O21 4.0114 -4.6828 -0.3647
C28 5.3911 -4.3267 -0.0883
H49 -0.6598 -4.9628 0.2234
H50 -0.6362 -5.0372 -1.5574
H51 -1.3186 -3.6771 -0.6580
H52 0.7569 -2.7514 0.0320
H53 0.8473 -2.8623 -1.6046
H54 5.9554 -3.8693 -0.9011
H55 5.9347 -5.2307 0.1862
H56 5.4210 -3.6108 0.7331

The spin multiplicity is 1. As for the net charge: +2.

=====

no.,calculated total energy (Ha)
1,-5111.805313
2,-2044.073414
3,-2367.651838
4,-3862.863276